# 1
A structure of composition C30H44CdClN5O13P2SSe. Source: OMol25; level of theory: ωB97M-V with the def2-TZVPD basis set.

CARTESIAN COORDINATES (ANGSTROEM)
Cd  -1.9817  -0.3873  -0.7316
C  3.3503  1.4196  0.0323
C  1.8426  1.4180  -0.0330
C  1.2479  2.6850  -0.6012
O  1.3043  1.2778  1.3526
P  0.4733  0.0325  1.8301
O  -0.0282  -0.8390  0.7367
C  -0.8926  0.7306  2.7734
P  -1.9296  1.8754  1.8486
O  -2.0567  1.5935  0.3998
O  -1.3397  3.3261  2.0042
C  -1.1059  3.9522  3.3002
C  -1.8793  5.2525  3.3180
C  0.3883  4.1468  3.4510
O  -3.2728  1.7858  2.6613
C  -4.5051  2.4090  2.1312
C  -5.2688  2.9073  3.3360
C  -5.2632  1.3817  1.3217
O  1.3222  -0.8481  2.8037
C  2.2248  -0.5650  3.9209
C  1.5513  0.2586  4.9984
C  3.5172  0.0474  3.4255
H  3.7526  1.5991  -0.9658
H  3.7365  0.4610  0.3721
H  3.7082  2.2102  0.6939
H  1.4886  0.5495  -0.5825
H  1.5493  3.5448  -0.0001
H  0.1596  2.6335  -0.6154
H  1.6093  2.8326  -1.6197
H  -0.5304  1.2212  3.6769
H  -1.5222  -0.1135  3.0692
H  -1.4919  3.2852  4.0778
H  -1.5323  5.9031  2.5151
H  -1.7286  5.7641  4.2693
H  -2.9464  5.0750  3.1867
H  0.7487  4.8607  2.7096
H  0.9270  3.2105  3.3009
H  0.6198  4.5322  4.4447
H  -4.1934  3.2446  1.4989
H  -5.5528  2.0700  3.9743
H  -6.1773  3.4143  3.0098
H  -4.6732  3.6071  3.9219
H  -5.4298  0.4857  1.9225
H  -4.7344  1.1107  0.4093
H  -6.2376  1.7837  1.0407
H  2.4206  -1.5649  4.3056
H  1.4801  1.3120  4.7157
H  2.1555  0.2080  5.9046
H  0.5603  -0.1282  5.2365
H  3.3495  1.0380  3.0069
H  3.9827  -0.5838  2.6710
H  4.2108  0.1427  4.2626
O  -3.5525  -0.5082  -4.3042
Cl  -3.9477  -0.8806  -2.9936
O  -5.2923  -1.3291  -2.9382
O  -3.7789  0.2819  -2.0919
O  -3.0510  -1.9095  -2.4736
O  6.1882  -1.2465  -1.9919
S  6.8539  -0.7810  -3.1957
O  7.4408  -1.8249  -4.0124
O  7.6560  0.4135  -3.0241
C  5.4824  -0.1925  -4.2462
N  5.7795  0.4006  -5.4072
C  4.7621  0.8293  -6.1317
C  3.4323  0.7137  -5.7271
C  3.2387  0.0817  -4.5126
N  4.2567  -0.3783  -3.7903
C  1.9247  -0.1027  -3.8498
C  1.8341  -1.0764  -2.8545
C  0.6862  -1.1581  -2.1063
N  -0.3490  -0.3211  -2.2734
C  -0.3016  0.5562  -3.2791
C  0.8088  0.6880  -4.0939
H  5.0076  1.2980  -7.0797
H  2.6229  1.0816  -6.3417
H  2.6900  -1.7041  -2.6481
H  0.6100  -1.8594  -1.2909
H  -1.1693  1.1917  -3.4049
H  0.8145  1.4543  -4.8566
C  -4.0696  -4.4758  -1.0494
N  -2.7139  -4.2844  -0.5647
C  -2.2852  -3.3073  0.2430
Se  -3.3054  -1.9395  1.0172
N  -0.9515  -3.4167  0.3744
C  -0.4843  -4.4507  -0.4223
C  0.7946  -4.9181  -0.6897
C  0.8935  -5.9667  -1.5854
C  -0.2392  -6.5282  -2.1863
C  -1.5135  -6.0616  -1.9175
C  -1.6120  -5.0064  -1.0213
H  -4.7407  -3.8674  -0.4520
H  -4.3349  -5.5270  -0.9524
H  -4.1290  -4.1553  -2.0875
H  -0.4119  -2.7142  0.8695
H  1.6734  -4.4819  -0.2328
H  1.8711  -6.3570  -1.8338
H  -0.1110  -7.3425  -2.8864
H  -2.3849  -6.4869  -2.3956

DFT total energy	-6531.7723	Ha
LUMO level	-0.434	eV
E_HOMO	-7.28	eV

=====

# 2
An isolated molecule of C23H17ClN2O7. Source: OMol25; level of theory: ωB97M-V with the def2-TZVPD basis set.

CARTESIAN COORDINATES (ANGSTROEM)
C  -1.4590  2.9952  0.2714
H  -1.2920  3.8175  0.9648
H  -2.5340  2.8174  0.1746
H  -1.0376  3.2491  -0.7057
O  -0.8018  1.8858  0.8447
C  -0.7900  0.7184  0.1888
C  -1.4193  0.5079  -1.0374
C  -1.3310  -0.7126  -1.6879
C  -0.5855  -1.7509  -1.1277
C  0.0178  -1.5673  0.1010
C  -0.0809  -0.3538  0.7731
C  0.5528  -0.1933  2.1003
O  0.2762  0.6626  2.9091
O  1.4811  -1.1325  2.3229
C  2.1084  -1.1617  3.6006
H  1.3760  -0.9124  4.3774
H  2.4718  -2.1826  3.7284
C  3.3072  -0.2012  3.7138
O  4.4353  -0.6061  3.8878
N  2.9702  1.0939  3.6037
H  1.9909  1.3494  3.5373
C  3.9472  2.1579  3.7443
C  3.7897  2.8697  5.0476
C  4.1763  2.5309  6.3113
C  3.7126  3.5672  7.1577
C  3.0775  4.4543  6.3461
O  3.1153  4.0406  5.0690
H  2.5802  5.3823  6.5468
H  3.8383  3.6382  8.2184
H  4.7239  1.6558  6.5943
H  3.8240  2.8706  2.9243
H  4.9321  1.6872  3.6902
H  0.5830  -2.3697  0.5462
Cl  -0.3802  -3.2398  -1.9724
N  -1.9740  -0.8799  -2.9303
C  -1.7519  -0.0402  -4.0261
O  -1.0528  0.9378  -4.0168
C  -2.5536  -0.6202  -5.1270
C  -2.6856  -0.2237  -6.4419
C  -3.5207  -0.9765  -7.2616
C  -4.1985  -2.0832  -6.7731
C  -4.0679  -2.4800  -5.4458
C  -3.2358  -1.7362  -4.6353
C  -2.8976  -1.8989  -3.2025
O  -3.3304  -2.6747  -2.3959
H  -4.5915  -3.3397  -5.0580
H  -4.8387  -2.6475  -7.4344
H  -3.6427  -0.6938  -8.2964
H  -2.1557  0.6391  -6.8141
H  -1.9825  1.2941  -1.5123

SMILES	COc1cc(N2C(=O)c3ccccc3C2=O)c(Cl)cc1C(=O)OCC(=O)NCc1ccco1
DFT total energy	-1983.0942	Ha
LUMO level	-0.625	eV
E_HOMO	-8.52	eV

=====

# 3
A cluster of 3 separate species, C4H13NO2 in total in a non-equilibrium geometry. Source: OMol25; level of theory: ωB97M-V with the def2-TZVPD basis set.

CARTESIAN COORDINATES (ANGSTROEM)
C  -0.4576  1.9754  0.3032
C  -0.6924  1.5123  -1.1206
C  0.0095  0.0407  -1.2275
C  -0.8686  -1.5318  0.3463
N  -1.0248  -0.8586  -0.7162
H  -1.2935  2.5223  0.6316
H  -0.2948  1.0557  1.0002
H  0.3832  2.6011  0.4042
H  -0.0634  2.1941  -1.7843
H  -1.7948  1.3279  -1.3662
H  0.8488  0.1282  -0.5635
H  0.2625  -0.2927  -2.2561
H  -0.1757  -1.5067  1.1062
H  -1.6840  -2.1316  0.4936
H  1.8700  -2.8970  -2.4749
H  0.3997  -2.4270  -2.4020
O  1.1963  -2.5126  -3.0744
H  0.9281  -0.5459  4.1903
H  1.4449  0.9427  4.6145
O  1.0066  0.4037  3.8957

SMILES	C=NCCC.O.O
DFT total energy	-365.3553	Ha
LUMO level	0.549	eV
E_HOMO	-9.68	eV